# 1
Density functional theory data (wB97M-V/def2-TZVPD) for the molecule C13H27BNO5P.

Summary:
Highest occupied orbital energy   -7.888 eV
Total charge   0
Orbital gap   8.45 eV

Element x y z (Å)
1 C -3.98219 -1.51582 1.42188
2 C -3.50765 -1.80504 -0.00959
3 C -2.04680 -2.27527 -0.07449
4 O -1.31870 -1.33656 -0.87411
5 C -0.00035 -1.02708 -0.37581
6 C 0.92911 -2.13863 -0.91155
7 P 2.52472 -2.58201 -0.00340
8 N 3.65019 -1.29215 -0.26665
9 O 2.19457 -2.54457 1.63817
10 C 1.51680 -1.41060 -2.14167
11 O 1.91102 -1.88272 -3.10602
12 O 1.48483 -0.09727 -1.90832
13 C 0.31786 0.28895 -1.11562
14 B -0.77356 0.64060 -2.24730
15 C -2.02296 1.61105 -2.00713
16 O -0.62838 0.13855 -3.49125
17 C 0.60713 1.42825 -0.13742
18 C -0.58157 1.64939 0.83713
19 C 1.88908 1.17368 0.68299
20 C 2.50647 2.43991 1.27357
21 C 1.88624 2.92219 2.59325
22 H -4.88419 -0.90868 1.42111
23 H -3.19595 -1.03263 1.99834
24 H -4.24189 -2.44736 1.92401
25 H -4.17384 -2.51742 -0.48892
26 H -3.62305 -0.88681 -0.58078
27 H -2.05136 -3.21821 -0.62721
28 H -1.61937 -2.42017 0.91649
29 H 0.09418 -1.00269 0.71026
30 H 0.47340 -3.08868 -1.13977
31 H 4.16804 -1.45754 -1.12019
32 H 4.26433 -1.17284 0.53002
33 H 2.54178 -1.69563 1.96531
34 H -2.77267 1.45210 -2.78227
35 H -1.63709 2.63113 -2.09068
36 H -2.47102 1.45259 -1.03336
37 H -1.17214 0.64479 -4.10723
38 H 0.77896 2.31150 -0.75416
39 H -0.97741 2.64528 0.66542
40 H -0.29653 1.56570 1.87923
41 H -1.35415 0.90674 0.64220
42 H 1.66264 0.42707 1.44781
43 H 2.61415 0.75796 -0.01257
44 H 3.55579 2.22058 1.47443
45 H 2.51459 3.26234 0.56116
46 H 1.57149 2.10413 3.23827
47 H 2.62647 3.48763 3.15904
48 H 1.04900 3.59426 2.42739

Cartesian forces, eV/Å:
C -0.11 -0.52 -0.29
C -0.16 0.38 0.65
C -0.99 -0.05 -1.34
O 0.13 0.15 1.70
C -0.78 -1.34 -1.17
C 1.39 2.65 0.21
P 0.26 -2.52 -0.35
N -0.83 0.08 0.62
O 0.56 1.43 -0.86
C -2.69 0.86 4.13
O 2.42 -2.21 -4.39
O 0.41 1.54 0.04
C 0.72 -1.13 0.01
B -1.48 0.26 0.80
C 0.88 -0.37 -0.17
O 0.62 0.20 -0.39
C 0.57 -0.20 0.59
C 0.03 0.02 -0.88
C -0.07 0.61 -1.32
C 0.01 -0.37 0.91
C 0.33 0.34 -0.11
H 0.02 0.17 0.06
H -0.05 0.21 0.06
H 0.10 -0.05 0.16
H -0.03 -0.20 0.03
H 0.32 0.08 -0.21
H 0.34 -0.24 0.29
H 0.18 0.13 0.03
H -0.64 0.33 0.13
H -0.26 -0.09 -0.09
H 0.17 -0.03 0.14
H 0.20 -0.03 -0.22
H -0.47 -0.19 0.39
H -0.09 0.10 0.00
H -0.28 0.20 0.18
H -0.13 0.23 0.05
H -0.09 -0.45 -0.02
H -0.01 0.25 0.12
H -0.36 0.03 0.18
H 0.17 -0.02 0.05
H -0.20 0.14 0.13
H 0.16 0.00 0.19
H 0.03 -0.16 0.18
H 0.12 -0.03 -0.01
H -0.10 -0.04 -0.25
H -0.09 -0.14 -0.05
H 0.01 0.10 0.03
H -0.25 -0.07 0.04

# 2
Density functional theory data (wB97M-V/def2-TZVPD) for a structure of composition C13H27CuNO5Si.

Summary:
Highest occupied orbital energy   -5.174 eV
Total charge   -1
Orbital gap   7.97 eV

Element x y z (Å)
1 Cu 0.01262 -1.64180 3.24963
2 O 0.26019 -1.68267 7.43392
3 C 0.20654 -1.68451 6.23429
4 N 0.16093 -1.69051 5.05522
5 C 2.88396 -0.32700 1.10314
6 C 2.63128 -0.26606 -0.39987
7 C 3.68276 -1.08529 -1.13765
8 C 2.65355 1.17878 -0.89252
9 O 1.38027 -0.85034 -0.73622
10 Si -0.07513 -0.79624 0.05675
11 O -0.11205 -1.54937 1.43183
12 O -0.43844 0.82656 0.11230
13 C -1.15399 1.58874 1.08387
14 C -2.39986 0.84386 1.55260
15 C -1.54367 2.88672 0.38483
16 C -0.23967 1.88748 2.26536
17 O -1.11525 -1.51407 -1.01110
18 C -1.53988 -1.14022 -2.31263
19 C -2.73102 -0.19441 -2.20232
20 C -0.41635 -0.47423 -3.10439
21 C -1.96232 -2.43475 -2.99663
22 H 3.88152 0.05632 1.33362
23 H 2.80336 -1.35417 1.46054
24 H 2.15261 0.27020 1.64776
25 H 4.68421 -0.68481 -0.96113
26 H 3.47945 -1.06844 -2.21028
27 H 3.65119 -2.12153 -0.79762
28 H 3.62545 1.63722 -0.69192
29 H 1.87404 1.75925 -0.39793
30 H 2.46784 1.20595 -1.96900
31 H -3.05304 0.62951 0.70530
32 H -2.95178 1.45228 2.27330
33 H -2.12742 -0.09905 2.02881
34 H -2.19039 2.67752 -0.46932
35 H -0.64901 3.39603 0.02104
36 H -2.07417 3.55218 1.07004
37 H 0.05436 0.96667 2.77277
38 H -0.74807 2.52845 2.99009
39 H 0.65934 2.40191 1.91823
40 H -2.42738 0.73352 -1.71802
41 H -3.51983 -0.65818 -1.60647
42 H -3.12884 0.03928 -3.19329
43 H -0.11475 0.46301 -2.63239
44 H -0.75588 -0.26126 -4.12167
45 H 0.45675 -1.12549 -3.14507
46 H -2.74498 -2.92242 -2.41302
47 H -1.11060 -3.11383 -3.06061
48 H -2.33845 -2.24080 -4.00416

Cartesian forces, eV/Å:
Cu 0.03 0.01 -0.22
O -0.01 0.00 -0.08
C 0.02 -0.01 0.09
N -0.01 -0.02 0.31
C 0.05 0.01 0.01
C -0.13 -0.04 0.04
C 0.05 -0.02 -0.02
C 0.01 0.05 -0.01
O -0.03 -0.02 0.02
Si 0.05 -0.10 -0.10
O -0.07 0.07 -0.15
O 0.02 0.10 0.03
C 0.02 -0.15 -0.07
C -0.05 0.01 0.03
C -0.01 0.03 0.01
C 0.03 0.06 0.05
O 0.01 0.02 0.13
C 0.15 0.00 0.06
C -0.05 0.01 0.01
C -0.01 0.03 -0.06
C -0.01 -0.05 -0.04
H -0.01 -0.01 0.00
H 0.00 0.02 -0.01
H -0.02 0.02 0.01
H -0.01 -0.01 -0.01
H 0.00 0.00 0.01
H 0.00 0.01 0.00
H -0.01 0.01 -0.01
H 0.01 -0.03 0.00
H 0.01 0.00 0.02
H -0.01 -0.01 -0.02
H -0.01 -0.01 -0.01
H 0.01 0.03 -0.02
H 0.00 0.00 0.01
H -0.01 0.00 0.01
H 0.01 -0.01 -0.01
H -0.02 0.01 -0.03
H 0.01 -0.01 0.00
H 0.01 0.00 0.01
H 0.01 0.00 0.01
H 0.01 0.00 -0.01
H -0.01 0.01 0.01
H -0.02 -0.03 -0.01
H 0.00 0.00 0.00
H -0.02 0.01 -0.01
H 0.01 0.01 -0.01
H -0.01 0.01 0.00
H 0.00 -0.01 0.00

# 3
Density functional theory data (wB97M-V/def2-TZVPD) for the ion C13H27N4O4 with charge +1.

Summary:
Highest occupied orbital energy   -12.471 eV
Total charge   +1
Orbital gap   10.40 eV

Element x y z (Å)
1 O 0.91415 -1.44591 2.38514
2 O 2.46021 0.77845 -1.72863
3 O -0.48754 -0.24406 -1.10613
4 O -1.99349 -2.49563 -0.92201
5 C -0.02366 -1.26583 3.06045
6 C 2.20333 0.48365 -0.51943
7 C -0.65887 -0.16793 0.08864
8 N 2.48198 -0.68142 0.08168
9 N 0.12548 0.63278 0.72470
10 N -1.22693 -1.03965 2.46119
11 C 0.11083 -1.14301 4.62197
12 C 3.00030 -1.79232 -0.63128
13 C 0.73544 3.38162 -1.60903
14 C -0.56797 2.88538 -2.17770
15 C 1.07538 2.91759 -0.09479
16 C -3.23834 -3.13018 1.03802
17 C -0.53306 2.08487 -3.42443
18 C 1.35115 1.38344 0.34775
19 C -1.58438 -1.05367 0.96920
20 C -1.94229 -2.52034 0.47974
21 N 0.29811 0.81404 -3.44906
22 H -2.85090 -2.16142 -1.04371
23 H 2.11247 -0.73153 1.04908
24 H 0.12233 0.39165 1.74963
25 H -1.93447 -0.77879 3.14136
26 H 1.07946 -1.10537 4.78453
27 H -0.47123 -0.36718 5.03416
28 H -0.06518 -2.04639 5.17080
29 H 3.28638 -1.44216 -1.59890
30 H 3.78616 -2.30664 -0.04477
31 H 2.17907 -2.55917 -0.62631
32 H 1.62622 3.04680 -2.11315
33 H 0.74247 4.50635 -1.56848
34 H -1.11660 2.30501 -1.36196
35 H -1.19936 3.78551 -2.31394
36 H 0.47039 3.46415 0.66632
37 H 2.07015 3.44458 0.07522
38 H -4.12135 -2.55223 1.04633
39 H -3.07539 -3.40162 1.99875
40 H -3.42613 -4.06838 0.40284
41 H -0.11664 2.86743 -4.10500
42 H -1.55897 1.96299 -3.73209
43 H 1.86040 1.35215 1.34328
44 H -2.49695 -0.58855 0.84528
45 H -1.07818 -3.12991 0.84248
46 H 0.52446 0.61932 -4.40349
47 H 1.24009 1.00609 -3.00337
48 H -0.08856 0.10544 -2.83087

Cartesian forces, eV/Å:
O 4.41 -1.20 -2.28
O -0.07 -0.69 2.06
O -1.25 -0.61 -2.44
O 1.44 -0.83 0.53
C -3.08 0.46 2.70
C -0.22 -0.04 -2.55
C 0.97 -1.90 -0.52
N -0.36 2.48 0.78
N 1.01 1.70 5.41
N -1.64 0.50 -0.10
C -3.65 -1.39 -2.52
C -0.78 -2.21 1.47
C 0.88 0.09 2.52
C -1.49 -0.54 3.07
C 1.85 0.64 -0.01
C 1.03 -1.07 -3.20
C 0.50 1.79 -1.18
C -1.18 1.16 0.59
C 1.20 -1.26 1.33
C 1.62 0.25 0.65
N 0.76 2.66 0.70
H -1.88 0.65 -1.21
H 0.54 -0.73 -0.98
H -0.06 1.14 -1.77
H -0.26 -0.08 -0.66
H 4.83 1.28 0.64
H -0.47 1.01 0.49
H -1.07 -0.86 -0.11
H 0.31 -0.24 -0.57
H 0.06 0.62 -0.61
H 0.65 0.51 -0.73
H 0.13 0.05 -0.77
H 0.14 -1.13 -0.08
H 0.61 0.62 -0.94
H 0.07 -0.71 -0.47
H -0.17 -0.96 -0.57
H -0.86 -0.84 -0.20
H -0.90 1.14 -0.45
H 0.43 -1.15 3.12
H 0.23 1.30 1.06
H 0.16 -1.36 -0.35
H -0.14 -0.92 -0.33
H -0.13 0.86 -0.81
H -2.19 1.45 0.42
H -0.66 0.08 -0.69
H -0.35 -0.95 -0.63
H -0.51 -0.09 0.25
H -0.44 -0.69 -0.02

# 4
Density functional theory data (wB97M-V/def2-TZVPD) for a structure of composition C13H28AsF6N3O2PtSSb.

Summary:
Highest occupied orbital energy (spin up / spin down)   -21.752 / -21.681 eV
Total charge   +4
Spin multiplicity   6
Orbital gap (spin up / spin down)   9.01 / 4.70 eV

Element x y z (Å)
1 Pt 0.35560 -0.41311 -1.22224
2 C -2.65320 -3.43771 2.31936
3 C -1.82930 -2.88091 3.44926
4 C -0.45910 -2.37111 3.08916
5 S -0.55370 -0.79991 2.02916
6 O 0.61770 -0.93231 1.12356
7 C -0.18650 0.60669 3.22696
8 C 1.17990 1.20969 3.07776
9 C 2.35580 0.33659 3.39276
10 H -3.71990 -3.38561 2.54416
11 H -2.47310 -4.51391 2.17676
12 H -2.42500 -2.96841 1.36146
13 H -1.70620 -3.68221 4.20426
14 H -2.39990 -2.13721 4.02126
15 H 0.08460 -3.07871 2.46086
16 H 0.12910 -2.14511 3.97776
17 H -0.36970 0.19469 4.22066
18 H -0.95180 1.35069 2.99586
19 H 1.20580 2.09379 3.74936
20 H 1.30530 1.69159 2.09766
21 H 2.29870 -0.10581 4.39096
22 H 3.28550 0.89739 3.30596
23 H 2.42230 -0.51391 2.70136
24 N 5.66300 0.91809 -1.98174
25 C 4.70980 0.02439 -2.10164
26 C 3.35300 0.20169 -1.61514
27 N 2.44050 -0.72361 -1.78624
28 C 2.72620 -1.87291 -2.40764
29 C 4.04690 -2.07401 -2.85654
30 N 4.92730 -1.14921 -2.69354
31 H 5.52780 1.82909 -1.55994
32 H 6.59000 0.73039 -2.36114
33 H 3.09180 1.12719 -1.11694
34 H 1.96670 -2.62961 -2.55754
35 H 4.34940 -3.00151 -3.34224
36 C -3.79350 1.77419 -0.77604
37 As -2.87070 0.71319 -2.15724
38 C -4.25040 -0.63171 -2.57924
39 C -2.31860 1.46419 -3.86674
40 O -1.66280 -0.23791 -1.41844
41 H -4.32000 2.57059 -1.31184
42 H -3.09400 2.21259 -0.06464
43 H -4.52410 1.13289 -0.27414
44 H -5.09670 -0.09591 -3.01964
45 H -4.56720 -1.13291 -1.66204
46 H -3.85180 -1.35091 -3.29764
47 H -2.93430 2.34469 -4.06794
48 H -2.50890 0.71359 -4.64014
49 H -1.26570 1.74679 -3.86074
50 F -0.43750 1.52969 0.24316
51 Sb 0.30940 3.19889 -0.76234
52 F 0.83390 1.74779 -2.13304
53 F 1.92590 2.52819 0.08896
54 F 1.22070 4.31049 -1.92924
55 F -0.30350 3.98849 0.82946
56 F -1.39550 3.07799 -1.65424

Cartesian forces, eV/Å:
Pt 0.55 1.69 -1.10
C -0.25 -0.97 -0.27
C -0.51 -0.07 1.10
C -0.81 -0.69 -0.14
S 1.17 -0.57 2.50
O 0.08 0.04 -0.97
C -0.71 0.82 -0.17
C 0.56 0.85 -0.54
C 0.18 -0.80 0.11
H 0.10 0.28 -0.16
H 0.19 0.32 -0.03
H -0.19 0.27 -0.20
H 0.33 0.30 -0.23
H 0.21 0.15 -0.16
H 0.04 0.21 -0.24
H 0.21 0.60 -0.12
H -0.20 -0.37 -0.08
H -0.07 -0.08 0.11
H -0.43 -0.40 0.03
H -0.18 -0.30 0.14
H 0.08 0.21 0.03
H -0.03 -0.03 0.09
H 0.10 0.04 -0.09
N -0.12 -0.20 -0.16
C -1.93 -0.68 0.25
C 1.10 1.72 0.38
N -1.46 -0.32 0.67
C 0.25 -0.19 -0.05
C 0.13 -0.16 -0.17
N 2.42 -0.42 -0.81
H -0.13 0.17 0.15
H 0.16 -0.20 -0.11
H -0.35 0.01 0.15
H -0.12 0.06 0.11
H -0.06 0.11 0.03
C -0.11 0.19 0.71
As -2.12 0.76 -1.99
C 0.06 -0.37 0.14
C 0.15 0.00 0.24
O 0.91 -0.60 1.37
H 0.17 -0.11 -0.31
H 0.11 -0.15 -0.24
H 0.22 -0.12 -0.23
H 0.16 0.21 0.03
H 0.12 0.11 -0.05
H 0.07 0.14 0.06
H 0.02 -0.02 0.15
H -0.05 -0.04 0.24
H -0.11 0.03 0.13
F 0.45 -0.13 -1.19
Sb 0.23 -1.94 1.03
F -0.67 -0.46 0.74
F -0.85 0.60 -0.73
F -0.60 0.03 0.64
F 0.42 0.14 -1.30
F 1.10 0.36 0.52

# 5
Density functional theory data (wB97M-V/def2-TZVPD) for a structure of composition C13H28BHfO6P.

Summary:
Highest occupied orbital energy   -21.214 eV
Total charge   +4
Orbital gap   2.18 eV

Element x y z (Å)
1 C -3.35725 -3.64877 -2.12160
2 C -4.09290 -2.97372 -0.78064
3 O -3.85808 -3.48117 0.44843
4 O -4.94031 -1.79389 -1.05104
5 C -4.56728 -0.65044 -0.18872
6 C -3.03151 -0.07527 -0.50776
7 C -2.90738 0.48050 -2.08016
8 C -1.38771 0.25728 -2.66356
9 C -0.42241 1.54541 -2.30424
10 C 0.52905 1.15606 -1.00111
11 C 0.41461 2.35671 0.13448
12 C 0.72246 1.86400 1.66747
13 B 2.27894 1.42228 1.96054
14 C 3.45649 1.16451 0.84218
15 C 3.84572 -0.41026 0.59659
16 C 2.56775 -1.42484 0.43600
17 O 4.58936 -0.45690 -0.70612
18 P 2.76078 1.14062 3.82578
19 O 2.73701 2.55031 4.57342
20 O 1.60026 0.08104 4.57601
21 O 4.36491 0.43745 3.87578
22 H -3.01989 -2.72300 -2.78887
23 H -4.15130 -4.28763 -2.73290
24 H -2.40736 -4.30345 -1.82276
25 H -4.69959 -0.88234 0.95441
26 H -5.30030 0.24145 -0.47049
27 H -2.88984 0.89723 0.16882
28 H -2.18861 -0.83700 -0.22600
29 H -3.18445 1.63536 -2.03128
30 H -3.64518 -0.12118 -2.79753
31 H -0.88298 -0.69675 -2.20432
32 H -1.40814 0.18267 -3.84566
33 H -1.08624 2.50230 -2.04550
34 H 0.24875 1.88204 -3.22686
35 H 0.20301 0.15126 -0.47662
36 H 1.60905 0.99955 -1.42369
37 H -0.72747 2.70382 0.11396
38 H 1.02373 3.33011 -0.19139
39 H 0.00899 0.96188 1.98709
40 H 0.47692 2.74292 2.43654
41 H 4.44146 1.68431 1.27198
42 H 3.21933 1.75245 -0.16166
43 H 4.56721 -0.84280 1.42357
44 H 2.01407 -1.16936 -0.56740
45 H 1.87098 -1.50207 1.37344
46 H 3.02687 -2.51503 0.27970
47 H 5.25757 0.29957 -0.74005
48 H 1.73432 0.12928 5.58157
49 H 4.34554 -0.53063 3.57216
50 Hf 0.24105 -1.22585 -0.94199

Cartesian forces, eV/Å:
C -0.20 0.74 0.07
C 0.81 -2.12 4.83
O -1.35 3.86 -7.90
O 3.26 -1.33 1.58
C -0.11 0.48 0.74
C -1.48 2.52 -0.74
C -0.16 -1.33 0.50
C -0.98 3.70 -1.50
C -0.18 0.20 -0.14
C -0.03 2.91 -1.43
C -1.28 0.22 0.43
C 0.51 0.13 0.52
B -1.09 0.41 -2.18
C 0.81 0.64 0.60
C 1.13 1.24 -1.49
C 1.83 -1.69 0.90
O -1.07 0.73 2.09
P 1.33 0.24 5.89
O 0.20 -3.97 -2.94
O 2.93 2.05 -0.82
O -3.91 -0.16 -0.97
H -0.84 -1.88 1.24
H 1.68 1.33 1.36
H -2.43 1.28 -0.37
H 0.37 0.24 -2.30
H 1.51 -1.93 0.35
H -0.14 -2.37 -1.08
H -0.43 0.09 -0.11
H 0.75 -2.53 -0.53
H 1.51 1.43 1.70
H -1.84 0.48 -2.33
H 0.20 -0.64 2.48
H 1.39 -2.32 -0.39
H -1.19 -1.01 2.05
H -0.37 9.08 3.67
H -1.19 -0.33 0.97
H 2.47 -0.83 -0.06
H -0.98 -2.39 0.54
H 1.15 1.75 -0.62
H 0.30 -1.75 -1.62
H -1.88 -1.12 -0.89
H 0.50 -1.48 1.93
H -1.76 0.73 -1.42
H 2.72 0.12 0.91
H 0.72 0.46 -1.56
H -1.09 2.11 -0.04
H -1.03 -1.38 0.23
H -0.26 -0.06 -1.47
H 0.08 1.68 0.97
Hf -0.86 -8.23 -1.65

| no. | maximum force (Eh/bohr) |
| --- | --- |
| 1 | 0.1066 |
| 2 | 0.0060 |
| 3 | 0.1120 |
| 4 | 0.0585 |
| 5 | 0.1906 |